70
Properties=species:S:1:pos:R:3:lowdin_charge:R:1 method="wB97M-V/def2-TZVPD" homo_ev=-6.365 charge=-1 lumo_energy_ev=2.66 homo_lumo_gap_ev=9.028 energy_ha=-4844.7916 de_lowest_kcal_mol=0.00
C 6.382 1.150 -1.672 -0.12
O 5.500 1.834 -2.535 -0.20
C 5.243 3.151 -2.074 -0.26
C 4.079 3.756 -2.828 -0.21
C 3.338 4.734 -1.931 -0.26
S 2.065 4.013 -0.931 0.45
O 1.616 5.094 -0.121 -0.33
O 2.589 2.913 -0.177 -0.36
N 0.905 3.648 -1.997 -0.33
S 0.457 2.118 -2.069 0.14
O -0.341 1.995 -3.236 -0.39
O -0.215 1.687 -0.899 -0.37
Br 2.161 0.724 -2.448 0.48
H 6.979 1.831 -1.078 0.08
H 5.807 0.553 -0.970 0.09
H 7.047 0.515 -2.241 0.08
H 4.968 3.092 -1.025 0.11
H 6.133 3.769 -2.190 0.12
H 4.483 4.291 -3.678 0.11
H 3.449 2.980 -3.227 0.05
H 4.044 5.266 -1.310 0.10
H 2.860 5.468 -2.559 0.09
C -2.533 -2.504 -5.047 -0.13
O -1.659 -2.114 -4.016 -0.19
C -1.824 -0.755 -3.582 -0.20
C -2.438 -0.684 -2.205 -0.20
N -3.839 -1.106 -2.206 -0.05
C -4.405 -1.309 -0.878 -0.20
C -3.780 -2.364 0.031 -0.22
O -3.966 -3.702 -0.397 -0.18
C -3.048 -4.156 -1.374 -0.10
H -2.178 -3.459 -5.437 0.08
H -3.562 -2.643 -4.690 0.07
H -2.536 -1.777 -5.865 0.09
H -2.396 -0.172 -4.309 0.13
H -0.830 -0.318 -3.524 0.09
H -2.371 0.345 -1.845 0.12
H -1.827 -1.315 -1.545 0.10
H -3.922 -1.968 -2.726 0.06
H -5.455 -1.582 -1.017 0.11
H -4.395 -0.351 -0.348 0.12
H -4.287 -2.294 0.997 0.12
H -2.719 -2.169 0.228 0.09
H -2.060 -3.707 -1.246 0.09
H -3.410 -3.959 -2.386 0.07
H -2.956 -5.237 -1.263 0.08
C -0.231 -0.996 1.193 -0.12
O 0.794 -0.616 2.093 -0.19
C 0.675 0.723 2.566 -0.20
C 0.274 0.749 4.026 -0.21
N -1.101 0.300 4.218 -0.05
C -1.469 0.040 5.604 -0.21
C -0.709 -1.037 6.373 -0.24
O -0.942 -2.359 5.925 -0.18
C -0.175 -2.765 4.805 -0.10
H 0.073 -1.931 0.721 0.09
H -1.186 -1.169 1.709 0.07
H -0.368 -0.242 0.418 0.06
H -0.011 1.304 1.945 0.12
H 1.662 1.180 2.472 0.12
H 0.370 1.771 4.405 0.12
H 0.990 0.116 4.568 0.10
H -1.247 -0.546 3.683 0.07
H -2.524 -0.245 5.606 0.12
H -1.395 0.980 6.163 0.11
H -1.073 -1.012 7.404 0.12
H 0.368 -0.834 6.423 0.11
H 0.818 -2.309 4.803 0.09
H -0.684 -2.536 3.866 0.07
H -0.060 -3.848 4.860 0.08